(1)
DFT (wB97M-V/def2-TZVPD) results for a 2-piece molecular cluster, CH5N3O2 overall.

Each line ends with the Mulliken charge.
Geometry (Å):
C  1.954  1.023  -0.295  -0.4599
N  0.947  0.264  -0.036  0.6990
O  0.306  -0.395  -0.896  -0.7144
O  0.550  0.229  1.235  -0.5470
H  2.341  1.158  -1.347  0.2542
H  2.362  1.577  0.571  0.2713
H  -0.460  -0.287  1.162  0.4418
H  -2.948  -0.754  -0.773  0.2465
N  -2.454  -0.194  0.008  -0.2802
N  -1.504  -0.866  0.426  -0.1986
H  -1.093  -1.755  -0.055  0.2873

Output
E_tot (hartree): -355.64107
SMILES string: C=[N+]([O-])O.[H]/N=N\[H]
Frontier orbital gap (eV): 8.95
Energy above the lowest of the compared OMol25 structures with the same formula, charge and spin (kcal/mol): 114.93

(2)
DFT (wB97M-V/def2-TZVPD) results for a 2-piece molecular cluster, CH5N3O3S overall.

Each line ends with the Mulliken charge.
Geometry (Å):
C  2.636  0.276  0.894  0.5330
N  0.886  1.965  0.757  -0.5406
N  -0.490  -1.618  -0.663  -0.5920
N  1.588  0.807  1.133  -0.1137
O  3.465  -0.554  0.757  -0.4677
O  -1.482  0.592  0.196  -0.6063
O  -2.049  -1.523  1.193  -0.5096
S  -0.815  -0.556  0.725  0.8079
H  0.835  2.590  1.464  0.2292
H  -0.098  1.698  0.392  0.3872
H  0.381  -2.129  -0.489  0.2665
H  -0.478  -1.259  -1.623  0.2658
H  -2.622  -2.017  0.599  0.3404

Output
E_tot (hartree): -829.18794
Frontier orbital gap (eV): 9.83
Energy above the lowest of the compared OMol25 structures with the same formula, charge and spin (kcal/mol): 41.62

(3)
DFT (wB97M-V/def2-TZVPD) results for one molecule with the formula CH5N3OS.

Each line ends with the Mulliken charge.
Geometry (Å):
C  0.278  -0.748  -0.761  -0.4490
N  -1.028  -0.756  -0.026  -0.1401
N  0.959  0.511  -0.594  -0.4052
N  -0.236  1.124  1.644  -0.3312
O  -1.027  -0.631  1.250  -0.3606
S  1.176  0.871  1.117  0.1504
H  0.733  -1.663  -0.221  0.2734
H  0.124  -0.983  -1.772  0.4386
H  -1.684  -0.009  -0.556  0.2540
H  1.718  0.935  -1.245  0.2782
H  -1.013  1.350  1.162  0.2914

Output
E_tot (hartree): -678.59039
Frontier orbital gap (spin up / spin down) (eV): 7.96 / 8.64
Energy above the lowest of the compared OMol25 structures with the same formula, charge and spin (kcal/mol): 116.45

(4)
DFT (wB97M-V/def2-TZVPD) results for CH5N3OS as an isolated structure.

Each line ends with the Mulliken charge.
Geometry (Å):
C  0.914  -0.295  -0.587  -0.4565
N  0.670  1.032  0.020  -0.2069
N  0.103  -1.262  0.170  -0.5271
N  -1.712  0.604  0.433  -0.2643
O  -0.480  1.626  -0.240  -0.3064
S  -1.648  -0.878  -0.135  0.1189
H  0.565  -0.136  -1.563  0.4394
H  2.033  -0.353  -0.374  0.3736
H  0.880  0.960  1.004  0.2715
H  0.153  -2.250  -0.069  0.2691
H  -1.477  0.953  1.342  0.2889

Output
E_tot (hartree): -678.61651
Frontier orbital gap (eV): 8.84
Energy above the lowest of the compared OMol25 structures with the same formula, charge and spin (kcal/mol): 100.06